The following is a DFT calculation (ωB97M-V with the def2-TZVPD basis set) of 2 unconnected molecules or ions with the total composition C3H5O4 at a distorted geometry.

net charge = 0
<S²> = 3.768
relative energy (zero: lowest compared OMol25 entry of this formula, charge and spin) = 3.234 eV
LUMO (alpha / beta) = 0.1 / -3.0 eV
multiplicity = 4
strongest force on any atom = 5.1 eV/A
HOMO-LUMO gap (alpha / beta) = 7.576 / 8.028 eV

Element x y z (Å)
O 0.61 -2.13 1.28
O 3.03 3.67 0.86
O 1.68 3.55 0.54
O -2.59 -1.68 -0.53
C -0.54 -1.72 1.22
C -0.49 -0.70 -1.33
C -1.44 -1.32 -0.21
H 1.17 2.98 1.15
H -0.30 -1.52 -2.04
H -0.78 -0.89 1.98
H -0.87 0.15 -1.96
H 0.52 -0.41 -0.97

Now the Mulliken charges, all in e: -0.307, -0.129, -0.234, -0.440, -0.146, -0.807, 0.573, 0.362, 0.274, 0.254, 0.308, 0.291